ORCA calculation (wB97M-V/def2-TZVPD) on one molecule with the formula C5H9N at a distorted geometry.

Properties
Energy relative to the best compared isomer or geometry (same formula, charge and spin), kJ/mol: 43.9
Molar mass, g mol⁻¹: 83.1
SMILES: CCCCC#N
Gap between HOMO and LUMO, eV: 12.051
Charge: 0

Last column: natural (NBO) charge in e.
Element x y z (Å)
C 1.658 -0.905 0.412  -0.5978
C 0.395 -0.532 -0.343  -0.4210
C -0.833 -0.235 0.537  -0.3860
C -1.634 0.950 -0.053  -0.5106
C -0.711 1.873 -0.722  0.2936
N 0.090 2.526 -1.243  -0.3398
H 1.603 -1.879 0.900  0.2000
H 2.503 -0.915 -0.284  0.2136
H 1.872 -0.147 1.174  0.2025
H 0.136 -1.279 -1.100  0.2012
H 0.666 0.373 -0.901  0.2254
H -1.494 -1.108 0.625  0.2157
H -0.525 0.013 1.560  0.2072
H -2.177 1.514 0.709  0.2502
H -2.367 0.609 -0.790  0.2458


ORCA calculation (wB97M-V/def2-TZVPD) on one molecule with the formula C5H9N at a distorted geometry.

Properties
Energy relative to the best compared isomer or geometry (same formula, charge and spin), kJ/mol: 103.0
Molar mass, g mol⁻¹: 83.1
SMILES: C1C[C@@H]2N[C@@H]2C1
Gap between HOMO and LUMO, eV: 10.496
Charge: 0

Last column: natural (NBO) charge in e.
Element x y z (Å)
C -1.162 0.082 0.362  -0.4122
C -0.554 -1.220 -0.175  -0.4276
C 0.947 -0.856 -0.352  -0.0798
C 1.092 0.623 -0.360  -0.0855
C -0.284 1.215 -0.206  -0.4239
H -2.260 0.297 0.203  0.2257
H -1.040 0.138 1.483  0.1903
H -1.031 -1.526 -1.129  0.2136
H -0.754 -2.055 0.537  0.2137
H 1.590 -1.468 -0.998  0.2080
H 1.006 -0.023 1.594  0.3479
H 1.824 1.186 -0.944  0.2014
H -0.277 2.135 0.386  0.2078
H -0.699 1.593 -1.149  0.2071
N 1.602 -0.121 0.747  -0.5866


ORCA calculation (wB97M-V/def2-TZVPD) on one molecule with the formula C5H9N at a distorted geometry.

Properties
Energy relative to the best compared isomer or geometry (same formula, charge and spin), kJ/mol: 242.3
Molar mass, g mol⁻¹: 83.1
SMILES: C=C/C(C)=C/N
Gap between HOMO and LUMO, eV: 8.646
Charge: 0

Last column: natural (NBO) charge in e.
Element x y z (Å)
C -0.209 1.293 -0.848  -0.6201
N 2.170 0.556 0.563  -0.8447
C 1.083 -0.273 0.438  -0.0035
C -0.022 -0.053 -0.286  -0.1488
C -1.190 -0.908 -0.463  -0.1739
C -2.022 -1.030 0.568  -0.3726
H -0.254 1.284 -1.866  0.2082
H 0.514 2.017 -0.609  0.1882
H -1.099 1.714 -0.357  0.2102
H 2.150 1.571 0.257  0.3888
H 3.065 0.284 0.921  0.3931
H 0.919 -1.187 0.950  0.2041
H -1.265 -1.472 -1.379  0.2078
H -2.164 -0.638 1.446  0.1886
H -2.895 -1.635 0.247  0.1747